Formula: CHBrClO4S
Source: the Open Molecules 2025 dataset
Level of theory: the ωB97M-V functional and the def2-TZVPD basis

The calculation puts the molar mass at 224.44 g mol⁻¹. For the highest occupied orbital energy (alpha / beta), the calculation gives -0.19251 / -0.19207 Eh. As for the HOMO-LUMO gap (alpha / beta): 6.92 / 6.91 eV. The energy above the lowest of the compared OMol25 structures with the same formula, charge and spin is 550.4 kJ/mol. The value obtained for the total energy is -102640.80753 eV. The lowest unoccupied orbital energy (alpha / beta) is 1.7 / 1.7 eV.

Structure (ORCA input):
```
! wB97M-V def2-TZVPD RIJCOSX def2/J DEFGRID3
* xyz -1 1
C 1.091 -1.339 -1.023
O 1.685 -2.889 0.748
O -0.160 -1.384 1.327
O 2.021 -0.478 1.256
O -0.185 0.808 -0.485
S 1.174 -1.525 0.796
Cl 0.344 -2.566 -1.780
Br 2.769 -1.004 -1.759
H 0.172 0.474 0.382
*
```

Results of the Löwdin charge analysis, in e, for atoms 1 through 6:
1 C -1.230
2 O -0.391
3 O -0.342
4 O -0.350
5 O -0.277
6 S 0.225